Below is a 2-piece molecular cluster, CO4S overall in a non-equilibrium geometry, with properties calculated with ωB97M-V/def2-TZVPD.

Summary:
- ΔE to the lowest compared entry with this formula, charge and spin: 3.31 kcal per mole
- Energy: -20062.35719 eV
- Spin multiplicity: 1
- Kohn-Sham gap: 10.8 eV

Last column: Löwdin charge in e.
Positions of all 6 atoms, in Å:
C1 -0.9778 -1.2362 -0.6056  -0.48
O1 -0.8954 -0.8636 -1.6942  0.20
O2 2.2788 1.3072 0.7298  -0.42
O3 -0.1460 0.8099 0.4386  -0.42
O4 -1.1378 -1.7433 0.4255  0.19
S1 0.8782 1.7260 0.7059  0.92

Below is one molecule with the formula C18H22N4O4 in a non-equilibrium geometry, with properties calculated with ωB97M-V/def2-TZVPD.

Summary:
- ΔE to the lowest compared entry with this formula, charge and spin: 42.62 kcal per mole
- Energy: -33175.16603 eV
- Spin multiplicity: 1
- Kohn-Sham gap: 8.8 eV
- Structure (SMILES): CC(C)[C@H](NC(=O)[C@@H]1CCCN1c1nc2ccccc2c(=O)o1)C(N)=O

Last column: Löwdin charge in e.
Positions of all 48 atoms, in Å:
C1 -1.0181 -3.4996 2.1128  -0.07
C2 0.4529 -3.0716 1.9096  -0.36
C3 0.8151 -3.3257 0.4275  -0.06
C4 0.6779 -1.5972 2.3547  -0.18
N1 -0.2176 -0.6879 1.6283  0.12
C5 -1.1600 0.1869 2.1558  -0.40
O1 -1.3301 0.1933 3.3648  0.07
C6 -1.9630 1.1020 1.2130  -0.16
C7 -3.4548 0.8333 1.1925  -0.11
C8 -3.6911 -0.1394 0.0128  -0.13
C9 -2.6313 0.2487 -1.0448  -0.13
N2 -1.6420 0.9392 -0.2409  -0.02
C10 -0.4972 1.4622 -0.7948  -0.30
N3 -0.3060 1.3170 -2.0805  0.19
C11 0.7978 1.8696 -2.6751  -0.25
C12 0.9559 1.7315 -4.0287  -0.02
C13 2.0601 2.2779 -4.6465  -0.06
C14 3.0443 2.9033 -3.8833  -0.08
C15 2.8796 3.0340 -2.5241  0.00
C16 1.7525 2.4744 -1.8907  -0.07
C17 1.5051 2.5038 -0.4339  -0.41
O2 2.3722 3.0087 0.2559  0.11
O3 0.3772 2.0293 0.0730  0.17
C18 2.1847 -1.2235 2.1775  -0.44
N4 2.5566 0.0099 1.6941  0.17
O4 3.0702 -2.0881 2.2388  0.02
H1 -1.1303 -4.5825 2.1313  0.07
H2 -1.6503 -3.1504 1.2996  0.06
H3 -1.3826 -3.1101 3.1059  0.10
H4 1.0686 -3.7517 2.4949  0.13
H5 1.8819 -3.0799 0.2571  0.08
H6 0.1763 -2.7634 -0.2445  0.06
H7 0.6822 -4.3830 0.2143  0.08
H8 0.4884 -1.5520 3.4379  0.16
H9 -0.1635 -0.6645 0.6006  0.14
H10 -1.7671 2.1297 1.5338  0.16
H11 -3.9753 1.8062 1.0749  0.13
H12 -3.7411 0.3642 2.1345  0.12
H13 -3.5173 -1.1754 0.3278  0.11
H14 -4.6847 -0.1418 -0.3930  0.10
H15 -2.2106 -0.6106 -1.5268  0.11
H16 -3.0583 0.9281 -1.8272  0.14
H17 0.1560 1.2526 -4.5734  0.12
H18 2.1842 2.1655 -5.6989  0.10
H19 3.9203 3.3202 -4.3411  0.10
H20 3.6726 3.5315 -1.9657  0.12
H21 1.9066 0.7856 1.7949  0.08
H22 3.5533 0.1895 1.5951  0.12

Below is C37H45GeHoN4O3S2Se as an isolated structure in a non-equilibrium geometry, with properties calculated with ωB97M-V/def2-TZVPD.

Summary:
- ΔE to the lowest compared entry with this formula, charge and spin: 40.76 kcal per mole
- Expectation value of S²: 6.005
- Energy: -220535.44828 eV
- Spin multiplicity: 5
- Kohn-Sham gap (alpha / beta): 7.7 / 7.8 eV

Last column: Löwdin spin population.
Positions of all 94 atoms, in Å:
Ho1 -18.5230 -6.6576 5.0959  4.04
C1 -18.5021 -6.1727 7.7967  0.00
C2 -17.7283 -7.3679 7.5592  0.00
C3 -18.6184 -8.3745 7.1668  0.00
C4 -19.9068 -7.8351 7.0816  0.00
C5 -19.8324 -6.4869 7.4627  0.00
H1 -18.1561 -5.2640 8.2420  0.00
H2 -16.6591 -7.4874 7.6702  0.00
H3 -18.3438 -9.3755 6.8125  0.00
H4 -20.7958 -8.4140 6.8053  0.00
H5 -20.6875 -5.7779 7.4862  0.00
O1 -15.8887 -6.9225 5.1389  0.00
S1 -15.4670 -5.4975 5.1723  0.00
O2 -14.5064 -4.9993 4.1998  0.00
N1 -16.8711 -4.7665 5.1340  0.00
C6 -17.0205 -3.4569 4.7250  0.00
C7 -16.0471 -2.4682 4.8388  0.00
C8 -16.3235 -1.1997 4.3835  0.00
C9 -17.4944 -0.8780 3.7643  0.00
C10 -18.4993 -1.8721 3.6459  0.00
C11 -19.8596 -1.5899 3.2328  0.00
C12 -20.7438 -2.6150 3.2886  0.00
C13 -20.4166 -3.8695 3.8324  0.00
N2 -19.2161 -4.1668 4.2477  0.00
C14 -18.2807 -3.1698 4.1330  0.00
C15 -14.6688 -5.2958 6.7308  0.00
C16 -15.3110 -4.6145 7.7996  0.00
C17 -14.7081 -4.5216 9.0250  0.00
C18 -13.4325 -5.0791 9.2015  0.00
C19 -12.7982 -5.7314 8.1590  0.00
C20 -13.4067 -5.8104 6.9184  0.00
H6 -15.1071 -2.7578 5.3241  0.00
H7 -15.6261 -0.3820 4.3873  0.00
H8 -17.7367 0.0711 3.3674  0.00
H9 -20.1843 -0.6071 2.8862  0.00
H10 -21.8048 -2.4330 3.0034  0.00
H11 -21.1120 -4.6577 4.0500  0.00
H12 -16.2701 -4.2224 7.6440  0.00
H13 -15.2104 -4.0453 9.8943  0.00
H14 -12.9380 -4.9188 10.1935  0.00
H15 -11.8516 -6.2300 8.2896  0.00
H16 -12.8709 -6.3329 6.0833  0.00
C21 -17.3788 -9.4410 -0.2160  0.00
C22 -17.7152 -8.0071 0.1970  0.00
N3 -19.1048 -7.8966 0.6125  0.00
C23 -20.1226 -7.6183 -0.4160  0.00
C24 -20.9640 -8.8397 -0.7790  0.00
C25 -19.4611 -8.0201 1.8773  0.00
S2 -18.1474 -8.3288 3.0721  -0.01
N4 -20.7164 -7.8369 2.2164  0.00
C26 -21.2025 -7.4091 3.3490  0.00
O3 -20.5265 -6.7909 4.1951  0.00
C27 -22.6816 -7.4198 3.6255  0.00
C28 -23.1250 -7.2643 4.8933  0.00
C29 -24.4975 -7.2768 5.2035  0.00
C30 -25.4011 -7.4548 4.1658  0.00
C31 -24.9380 -7.6431 2.8461  0.00
C32 -23.5700 -7.6573 2.5906  0.00
H17 -16.3697 -9.5904 -0.5563  0.00
H18 -18.0292 -9.7131 -1.0743  0.00
H19 -17.6927 -10.1676 0.5536  0.00
H20 -17.5914 -7.3038 -0.6655  0.00
H21 -17.0468 -7.6375 0.9304  0.00
H22 -19.5559 -7.3200 -1.2976  0.00
H23 -20.6585 -6.7260 -0.0443  0.00
H24 -20.3123 -9.5785 -1.2941  0.00
H25 -21.7452 -8.5645 -1.4911  0.00
H26 -21.4998 -9.2080 0.1337  0.00
H27 -22.4273 -7.1419 5.6940  0.00
H28 -24.8504 -7.2032 6.1997  0.00
H29 -26.4630 -7.5843 4.4038  0.00
H30 -25.6471 -7.8237 2.0428  0.00
H31 -23.2467 -7.8600 1.6118  0.00
C33 -20.5225 -0.9807 11.4927  0.00
Ge1 -19.9039 -2.4304 10.2403  0.00
C34 -19.8662 -4.1896 11.0627  0.00
C35 -18.0680 -1.9882 9.7793  0.00
C36 -21.2023 -2.5438 8.6894  0.00
Se1 -19.9922 -2.5773 7.1208  0.00
C37 -19.6146 -0.7016 6.9260  0.00
H32 -19.8189 -0.8804 12.2698  0.00
H33 -21.4924 -1.2421 11.8321  0.00
H34 -20.5450 -0.0042 11.0042  0.00
H35 -19.2984 -4.0282 11.9806  0.00
H36 -19.3825 -4.8928 10.4526  0.00
H37 -20.9093 -4.5011 11.2444  0.00
H38 -17.4612 -2.4878 10.5258  0.00
H39 -17.9160 -0.9187 9.8781  0.00
H40 -17.8166 -2.3070 8.7835  0.00
H41 -21.9256 -1.7536 8.5894  0.00
H42 -21.7416 -3.4892 8.6688  0.00
H43 -19.6602 -0.2959 7.9280  0.00
H44 -20.4035 -0.2445 6.3702  0.00
H45 -18.6216 -0.5425 6.4673  0.00